No. 1
# C6H12I2NO

C6H12I2NO as an isolated structure in a non-equilibrium geometry (wB97M-V/def2-TZVPD, the Open Molecules 2025 dataset).

Calculated values
Energy above the lowest of the compared OMol25 structures with the same formula, charge and spin, eV: 4.983
Total energy, a.u.: -960.77805
E_LUMO (spin up / spin down), eV: -3.6 / -5.3
Net charge: +1
Gap between HOMO and LUMO (spin up / spin down), eV: 8.7 / 5.1

Each line ends with the natural charge from an NBO analysis.
Cartesian coordinates (Å):
C -0.5459 -0.6766 1.3612  -0.40
C -0.0029 -0.9441 -0.0767  -0.45
C -2.1334 -0.9321 1.3626  -0.53
C 1.0816 1.1949 -0.7786  0.09
C 1.3225 -0.2773 -0.3600  0.01
C -2.8773 0.0949 0.5900  -0.43
N 2.4001 1.8729 -0.9417  -0.72
O 1.9260 -0.8937 -1.5123  -0.71
I -2.2428 2.0654 0.6691  0.25
I -4.5637 -0.6143 -0.3638  0.30
H -0.1813 -1.4225 1.9617  0.23
H -0.4823 0.3373 1.5640  0.21
H -0.0519 -2.0202 -0.3173  0.23
H -0.8212 -0.5404 -0.8166  0.23
H -2.2918 -2.0260 0.9637  0.23
H -2.4939 -0.8861 2.3497  0.23
H 0.3550 1.3164 -1.6003  0.21
H 2.0840 -0.1281 0.4373  0.17
H 2.2846 2.8073 -1.3815  0.46
H 3.0632 1.3462 -1.4408  0.45
H 2.8133 2.0161 -0.0240  0.44
H 1.3582 -1.6899 -1.6457  0.50

---

No. 2
# C6H12I2NO2

An isolated ion of composition C6H12I2NO2 and charge +1 in a non-equilibrium geometry (wB97M-V/def2-TZVPD, the Open Molecules 2025 dataset).

Calculated values
Energy above the lowest of the compared OMol25 structures with the same formula, charge and spin, eV: 0.170
Total energy, a.u.: -1036.07062
E_LUMO, eV: -3.9
Net charge: +1
Gap between HOMO and LUMO, eV: 8.1

Each line ends with the natural charge from an NBO analysis.
Cartesian coordinates (Å):
C 2.5520 0.4933 0.8760  -0.63
C 1.4637 0.5439 -0.2192  -0.40
I 2.3681 1.2620 -2.0394  0.18
C 0.7776 -0.8441 -0.3723  -0.19
I 1.2369 -1.7337 -2.2935  0.24
N -0.7261 -0.7455 -0.2796  0.01
O -1.2354 -2.0723 -0.4230  -0.50
C -1.3122 -0.2146 1.0129  -0.26
C -1.7848 1.1625 0.5949  -0.09
O -2.2873 0.8988 -0.7060  -0.48
C -1.3649 0.0762 -1.3719  0.07
H 3.5415 0.6377 0.4767  0.25
H 2.3570 1.2641 1.6100  0.23
H 2.4862 -0.4466 1.4102  0.21
H 0.7653 1.3193 0.0506  0.23
H 1.1501 -1.5545 0.3457  0.24
H -1.0209 -2.5344 0.4118  0.49
H -0.5886 -0.2931 1.8120  0.24
H -2.2101 -0.7853 1.1838  0.26
H -0.9888 1.9029 0.6438  0.19
H -2.6202 1.5344 1.1686  0.24
H -1.8918 -0.6061 -2.0184  0.25
H -0.6671 0.7354 -1.8740  0.22

---

No. 3
# C6H12IN

A 2-piece molecular cluster, C6H12IN overall (wB97M-V/def2-TZVPD, the Open Molecules 2025 dataset).

Calculated values
Energy above the lowest of the compared OMol25 structures with the same formula, charge and spin, eV: 0.000
Total energy, a.u.: -588.21823
SMILES: C/C=C(/C)N.C=CI
E_LUMO, eV: 0.7
Net charge: 0
Gap between HOMO and LUMO, eV: 8.8

Each line ends with the natural charge from an NBO analysis.
Cartesian coordinates (Å):
C 1.1222 -0.0014 -0.2992  0.18
C 1.4641 -1.0145 -1.3549  -0.64
C 0.2328 2.2389 0.4170  -0.65
C -1.8880 -1.4102 0.9736  -0.41
C 0.6000 1.1910 -0.5873  -0.29
C -2.3857 -0.8727 -0.1174  -0.34
N 1.3521 -0.4560 1.0034  -0.83
I -4.2571 0.0964 -0.1791  0.10
H 1.0918 -1.9970 -1.0654  0.21
H 1.0296 -0.7393 -2.3111  0.22
H 2.5457 -1.0881 -1.4791  0.21
H 0.9737 2.3026 1.2160  0.19
H -0.7345 2.0251 0.8770  0.22
H 0.1676 3.2116 -0.0636  0.22
H -0.9143 -1.8699 0.9617  0.22
H -2.4119 -1.4004 1.9142  0.20
H 2.1629 -1.0517 1.0812  0.37
H 0.3755 1.4201 -1.6172  0.20
H -1.8772 -0.8625 -1.0660  0.21
H 1.3507 0.2780 1.6962  0.38

---

No. 4
# C6H12IN4

An isolated ion of composition C6H12IN4 and charge +1 in a non-equilibrium geometry (wB97M-V/def2-TZVPD, the Open Molecules 2025 dataset).

Calculated values
Energy above the lowest of the compared OMol25 structures with the same formula, charge and spin, eV: 0.000
Total energy, a.u.: -752.14237
SMILES: [H]/N=[N+]1/C[C@@H](C)[C@H]2NN[C@@H]1[C@@H]2I
E_LUMO, eV: -5.7
Net charge: +1
Gap between HOMO and LUMO, eV: 6.8

Each line ends with the natural charge from an NBO analysis.
Cartesian coordinates (Å):
C 1.2658 -0.5786 0.0135  -0.28
C 0.7632 0.6470 0.7732  -0.23
C -0.6176 0.9263 0.0773  -0.09
C -1.6053 -0.2151 0.4861  -0.38
C -0.9925 -1.2650 -0.5025  0.00
C 1.6806 1.7963 0.5201  -0.62
N 0.5930 -2.6760 0.7510  -0.16
N -0.7138 0.9140 -1.3626  -0.50
N -0.6269 -0.4622 -1.7305  -0.47
N 0.2850 -1.6607 0.1024  0.09
I -3.6900 0.2571 0.2083  0.22
H 1.2837 -0.2728 -1.0225  0.28
H 2.1007 -1.0254 0.4895  0.25
H 0.4430 0.3916 1.8170  0.22
H -1.0745 1.9101 0.5488  0.26
H -1.5043 -0.1792 1.5832  0.26
H -1.6479 -2.2215 -0.5161  0.27
H 1.4036 2.3272 -0.3691  0.22
H 2.6844 1.5546 0.6987  0.24
H 1.3885 2.5087 1.2269  0.24
H 0.0325 -3.5193 0.5770  0.37
H -0.2124 1.5600 -1.9288  0.40
H -1.2388 -0.7172 -2.4410  0.39

---

No. 5
# C6H12LuOP

C6H12LuOP as an isolated structure in a non-equilibrium geometry (wB97M-V/def2-TZVPD, the Open Molecules 2025 dataset).

Calculated values
Energy above the lowest of the compared OMol25 structures with the same formula, charge and spin, eV: 0.644
Total energy, a.u.: -1887.67578
E_LUMO (spin up / spin down), eV: -0.5 / -0.2
Net charge: 0
Gap between HOMO and LUMO (spin up / spin down), eV: 4.9 / 5.1

Each line ends with the natural charge from an NBO analysis.
Cartesian coordinates (Å):
C 1.5521 0.3204 1.2477  -0.51
C 2.7517 -0.4749 1.0838  -0.24
C 2.9175 -0.8492 -0.2725  -0.32
C 2.0252 -0.0697 -1.0300  -0.25
C 1.0543 0.5768 -0.1573  -0.55
Lu -1.3380 -0.2928 1.1549  0.91
P -2.1596 2.0204 1.9684  -0.19
H 1.4582 1.1179 1.9945  0.22
H 3.3732 -0.8352 1.9075  0.20
H 3.7146 -1.4911 -0.6363  0.21
H 0.5870 1.5356 -0.4129  0.21
H 1.9654 -0.0704 -2.1091  0.19
H -1.9564 3.3218 1.3835  0.05
H -2.4825 2.2374 3.3645  -0.01
H -3.4725 1.5527 1.4594  0.07
C -1.6972 -1.7857 -2.0029  -0.25
O -1.5557 -0.8805 -0.8639  -0.85
H -2.2712 -2.6599 -1.6503  0.21
H -0.7284 -2.0728 -2.4032  0.21
H -2.2716 -1.2344 -2.7426  0.19
H -1.4664 0.0336 -1.2832  0.51

---

No. 6
# C6H12N

An isolated ion of composition C6H12N and charge +1 in a non-equilibrium geometry (wB97M-V/def2-TZVPD, the Open Molecules 2025 dataset).

Calculated values
Energy above the lowest of the compared OMol25 structures with the same formula, charge and spin, eV: 2.721
Total energy, a.u.: -290.22190
SMILES: C[C@@H]1[C@@H](C)C=[N+]1C
E_LUMO, eV: -4.3
Net charge: +1
Gap between HOMO and LUMO, eV: 10.4

Each line ends with the natural charge from an NBO analysis.
Cartesian coordinates (Å):
C -0.2229 -1.2908 0.4317  0.26
C -1.1852 -0.1701 0.3817  -0.22
C 0.2589 0.6355 -0.3914  -0.01
C -2.5501 -0.0234 -0.3020  -0.62
C 0.7025 1.6636 0.5565  -0.67
C 2.1741 -1.2563 -0.5478  -0.43
N 0.7746 -0.7783 -0.2303  -0.24
H -0.2491 -2.3372 0.8873  0.25
H -1.1056 0.3350 1.2830  0.23
H 0.2517 1.0359 -1.4264  0.24
H -3.1801 -1.0219 -0.2280  0.24
H -2.3774 0.1957 -1.3769  0.24
H -3.0654 0.7312 0.2181  0.24
H 0.6920 1.3790 1.6598  0.23
H -0.1029 2.3273 0.4857  0.25
H 1.7214 2.1164 0.2940  0.25
H 2.4035 -2.2193 -0.1606  0.25
H 2.7255 -0.4399 0.0804  0.24
H 2.3345 -0.8825 -1.6148  0.26

---

No. 7
# C6H12N

A 2-piece molecular cluster, C6H12N overall in a non-equilibrium geometry (wB97M-V/def2-TZVPD, the Open Molecules 2025 dataset).

Calculated values
Energy above the lowest of the compared OMol25 structures with the same formula, charge and spin, eV: 9.103
Total energy, a.u.: -289.98738
E_LUMO, eV: -9.3
Net charge: +1
Gap between HOMO and LUMO, eV: 3.8

Each line ends with the natural charge from an NBO analysis.
Cartesian coordinates (Å):
C -2.3339 -0.6630 -0.5169  -0.56
C -1.6510 -1.9675 -0.1172  -0.39
C -0.3106 -1.7206 0.8054  -0.44
C 0.4998 -0.7853 -0.0839  -0.20
C 0.4195 0.5506 -0.0113  0.21
N 3.3830 3.3156 0.2891  -0.53
C 2.1557 2.9864 0.1501  -0.07
H -2.9645 -0.3980 0.3805  0.24
H -1.4799 0.0312 -0.4470  0.17
H -2.9504 -0.5147 -1.5533  0.28
H -2.3944 -2.6138 0.4154  0.27
H -1.1382 -2.3127 -1.0301  0.21
H -0.5398 -1.0688 1.6959  0.24
H 0.1024 -2.6801 1.1499  0.29
H 1.1462 -1.2325 -0.8645  0.35
H 0.7916 0.8912 -1.0432  0.29
H 4.0081 2.5713 0.6528  0.35
H 1.7880 2.0125 0.5371  0.12
H 1.4684 3.5981 -0.4088  0.18

---

No. 8
# C6H12N

An isolated ion of composition C6H12N and charge +1 in a non-equilibrium geometry (wB97M-V/def2-TZVPD, the Open Molecules 2025 dataset).

Calculated values
Energy above the lowest of the compared OMol25 structures with the same formula, charge and spin, eV: 1.995
Total energy, a.u.: -290.24858
SMILES: C=[N+]=C(C)CCC
E_LUMO, eV: -4.4
Net charge: +1
Gap between HOMO and LUMO, eV: 10.9

Each line ends with the natural charge from an NBO analysis.
Cartesian coordinates (Å):
C 1.0333 -1.4633 1.9574  0.07
C -0.3772 0.3587 1.0670  0.46
C -1.3501 1.1763 1.9529  -0.69
C -0.2631 0.6791 -0.4219  -0.47
C 0.7150 -0.1557 -2.8169  -0.60
C 0.1540 -0.4971 -1.3683  -0.40
N 0.3817 -0.5577 1.5048  -0.27
H 1.9501 -1.3405 2.5593  0.24
H 1.0042 -1.0229 -0.9180  0.20
H -2.3238 0.7463 2.1206  0.28
H -1.5343 2.1941 1.4857  0.27
H -0.9840 1.2283 3.0548  0.27
H 0.6304 1.3195 -0.5771  0.27
H -1.2184 1.0577 -0.6421  0.24
H 0.5406 -2.4737 1.9891  0.23
H 1.0611 -1.0583 -3.2899  0.24
H 1.5003 0.6113 -2.7373  0.21
H -0.1756 0.3549 -3.3858  0.22
H -0.7442 -1.1572 -1.5342  0.22